{
  "formula": "C23H10Br2Cl2IN2O5RuS4",
  "method": "ωB97M-V with the def2-TZVPD basis set",
  "spin_multiplicity": 6,
  "homo_energy_ev": [-0.25, -2.57],
  "charge": -2,
  "orbital_gap_ha": [0.14488, 0.23009],
  "s_squared": 8.80,
  "elements": ["Ru", "Br", "C", "C", "C", "Br", "C", "C", "C", "C", "N", "C", "C", "O", "H", "H", "H", "H", "O", "C", "S", "C", "C", "S", "S", "S", "Cl", "C", "C", "C", "I", "C", "O", "C", "N", "C", "C", "C", "C", "H", "H", "H", "H", "Cl", "C", "C", "O", "O", "H", "H"],
  "coordinates": [[-0.0759, 0.0720, -0.0199], [-1.6449, 4.1167, -3.3876], [-0.0642, 3.0700, -3.4045], [0.8532, 3.2475, -4.4353], [2.0212, 2.5294, -4.4876], [3.2358, 2.8349, -5.9230], [2.3245, 1.5766, -3.4866], [3.4985, 0.7989, -3.4102], [3.6664, -0.0757, -2.3668], [2.6601, -0.2002, -1.4010], [1.5534, 0.5097, -1.4621], [1.3739, 1.3958, -2.4615], [0.1367, 2.1530, -2.3566], [-0.6249, 1.9614, -1.3758], [0.6324, 3.9747, -5.2053], [4.2546, 0.9080, -4.1758], [4.5580, -0.6804, -2.2764], [2.7469, -0.8910, -0.5748], [-5.8403, 4.1457, 2.8118], [-4.9488, 3.4797, 2.3381], [-5.1807, 2.2793, 1.0735], [-3.4990, 1.7569, 0.8834], [-2.5784, 2.3880, 1.7316], [-0.9302, 2.1221, 1.8197], [-3.2665, 3.5784, 2.8462], [-3.1625, 0.5740, -0.2415], [0.6939, -2.9232, 6.1136], [0.8844, -1.9461, 4.6676], [2.0009, -1.1414, 4.5758], [2.1956, -0.3701, 3.4343], [3.8933, 0.8164, 3.2460], [1.2696, -0.3991, 2.3948], [1.4197, 0.2808, 1.2627], [0.1230, -1.2056, 2.5289], [-0.7521, -1.1582, 1.4666], [-1.8018, -2.0205, 1.4626], [-2.0681, -2.8501, 2.5199], [-1.2448, -2.8558, 3.6621], [-0.0983, -2.0282, 3.6589], [2.7184, -1.1224, 5.3837], [-2.4377, -1.9772, 0.5892], [-2.9357, -3.4951, 2.4657], [-1.4534, -3.4970, 4.5052], [0.3034, -3.9325, -3.5904], [-0.9062, -3.2434, -2.4664], [-0.2944, -2.1712, -1.5667], [0.6973, -2.4152, -0.8827], [-0.9402, -1.0666, -1.5668], [-1.2557, -4.0670, -1.8481], [-1.7103, -2.8367, -3.0688]]
}

***

{
  "formula": "C22H41BN7PV",
  "method": "ωB97M-V with the def2-TZVPD basis set",
  "spin_multiplicity": 4,
  "homo_energy_ev": [-13.44, -14.64],
  "charge": 2,
  "orbital_gap_ha": [0.27430, 0.13188],
  "s_squared": 3.79,
  "elements": ["C", "N", "N", "C", "C", "B", "N", "N", "C", "C", "C", "V", "N", "N", "C", "C", "C", "H", "H", "H", "H", "H", "H", "H", "H", "H", "H", "H", "C", "H", "H", "H", "C", "C", "C", "C", "P", "N", "C", "C", "C", "C", "C", "C", "C", "C", "H", "H", "H", "H", "H", "H", "H", "H", "H", "H", "H", "H", "H", "H", "H", "H", "H", "H", "H", "H", "H", "H", "H", "H", "H", "H", "H"],
  "coordinates": [[1.1220, 2.5362, -1.6615], [1.2145, 1.2756, -2.1685], [1.4075, 1.3985, -3.5436], [1.2988, 2.6877, -3.8846], [1.1062, 3.4463, -2.7232], [1.5744, 0.0917, -4.3544], [2.5930, -0.8424, -3.6626], [2.4757, -1.1361, -2.3126], [3.5220, -1.9314, -1.9980], [4.2787, -2.1885, -3.1486], [3.6447, -1.4993, -4.1806], [0.7181, -0.3730, -1.3457], [0.2230, -0.6273, -4.1961], [-0.2778, -0.9809, -2.9273], [-1.3686, -1.7719, -3.1670], [-1.5737, -1.8770, -4.5495], [-0.5407, -1.1562, -5.1549], [-1.9041, -2.2208, -2.3413], [-0.2555, -1.0086, -6.1908], [-2.3492, -2.4190, -5.0567], [1.8945, 0.3113, -5.4890], [3.8830, -1.3973, -5.2279], [1.4250, 2.9587, -4.9240], [5.1683, -2.7801, -3.2127], [1.0054, 4.5115, -2.6438], [3.6457, -2.3111, -0.9982], [1.1100, 2.6486, -0.5920], [0.5923, -3.0223, -1.1436], [1.1672, -2.9799, -0.2061], [2.0061, -3.6822, -0.2425], [1.5902, -1.9652, -0.0044], [0.5003, -3.2478, 0.6158], [-2.8643, -0.7803, 3.1060], [-2.3405, -0.5877, 1.6760], [-2.1738, -1.9564, 1.0035], [-3.3727, 0.1772, 0.8350], [-0.7194, 0.3344, 1.6595], [-0.0676, 0.0242, 0.1697], [-1.0448, 2.1658, 1.9152], [-2.0153, 2.4274, 3.0894], [0.2602, 2.9324, 2.1672], [-1.6268, 2.7594, 0.6286], [0.5018, -0.2201, 2.9715], [0.6041, -1.7491, 3.0144], [1.8974, 0.3122, 2.5935], [0.0972, 0.2661, 4.3781], [-3.8502, -1.2577, 3.0139], [-3.0058, 0.1635, 3.6447], [-2.2280, -1.4453, 3.7019], [-3.1632, -2.4352, 0.9973], [-1.8469, -1.8443, -0.0383], [-1.4869, -2.6251, 1.5304], [-3.7160, 1.1034, 1.3052], [-2.9933, 0.3781, -0.1758], [-4.2572, -0.4662, 0.7357], [-1.6789, 1.9963, 4.0396], [-2.0583, 3.5184, 3.2258], [-3.0361, 2.0849, 2.8868], [0.0296, 4.0065, 2.1045], [0.6804, 2.7661, 3.1638], [1.0102, 2.7139, 1.3947], [-0.9884, 2.5191, -0.2292], [-2.6470, 2.4368, 0.4243], [-1.6513, 3.8508, 0.7520], [1.1941, -2.1325, 2.1760], [1.1660, -2.0022, 3.9250], [-0.3607, -2.2687, 3.0577], [2.0106, 1.3864, 2.7458], [2.6348, -0.1828, 3.2387], [2.1441, 0.0802, 1.5489], [0.1251, 1.3539, 4.4944], [-0.8904, -0.1077, 4.6784], [0.8316, -0.1435, 5.0863]]
}

***

{
  "formula": "C6H12NO",
  "method": "ωB97M-V with the def2-TZVPD basis set",
  "homo_energy_ev": -1.91,
  "charge": -1,
  "orbital_gap_ha": 0.14495,
  "elements": ["C", "C", "C", "N", "H", "H", "H", "H", "H", "C", "O", "C", "C", "H", "H", "H", "H", "H", "H", "H"],
  "coordinates": [[0.2135, 2.8864, 1.4849], [1.0895, 3.7951, 1.9363], [-0.7251, 2.0812, 3.0869], [-0.2661, 1.6051, 1.9856], [-0.2708, 3.1040, 0.5363], [1.3804, 3.8969, 2.9713], [1.5961, 4.4334, 1.2310], [-1.7949, 2.0089, 3.3368], [-0.0527, 2.3440, 3.9164], [-1.1673, -2.5575, -2.5507], [-1.8919, -3.2129, -1.6330], [0.3663, -2.6287, -2.2521], [0.6149, -2.0028, -0.8867], [-1.4205, -1.4559, -2.5995], [-1.3010, -2.9027, -3.6143], [0.9642, -2.1640, -3.0477], [0.5761, -3.7030, -2.2453], [1.5885, -2.3062, -0.4783], [-0.1681, -2.3084, -0.1996], [0.6688, -0.9129, -0.9784]]
}

***

{
  "formula": "C5H4ClNO",
  "method": "ωB97M-V with the def2-TZVPD basis set",
  "homo_energy_ev": -9.22,
  "orbital_gap_ha": 0.31604,
  "elements": ["C", "C", "C", "C", "C", "H", "H", "H", "H", "N", "O", "Cl"],
  "coordinates": [[1.5591, 0.4920, -1.0107], [0.5727, 0.7410, 0.2891], [-0.7051, 0.1357, 0.5076], [-1.3903, 0.4080, 1.8125], [-1.8684, -0.0510, 3.0054], [3.3206, 1.1441, -0.0747], [3.4163, 0.0332, -1.6804], [0.6975, 1.7115, 0.9328], [-1.9423, -0.2554, 4.1176], [2.8542, 1.0710, -1.0688], [1.1532, -0.3348, -1.8672], [-1.3945, -1.0475, -0.5000]]
}

***

{
  "formula": "C5H5Cl2N3O2",
  "method": "ωB97M-V with the def2-TZVPD basis set",
  "spin_multiplicity": 3,
  "homo_energy_ev": [-6.96, -9.59],
  "orbital_gap_ha": [0.24103, 0.26627],
  "s_squared": 2.04,
  "elements": ["C", "C", "C", "C", "C", "N", "N", "N", "O", "O", "Cl", "Cl", "H", "H", "H", "H", "H"],
  "coordinates": [[-0.8922, 1.3521, 0.3158], [2.1342, 0.0619, -0.0912], [-1.2729, 0.0696, -0.0364], [0.4227, -1.0720, 1.1781], [-2.3386, 0.0624, -1.1394], [-0.6914, -0.9971, 0.3088], [1.7273, -1.0628, 0.5384], [1.2109, 1.0228, -0.0462], [1.5524, 2.2711, -0.2746], [-0.8115, 2.4933, 0.4152], [3.8074, 0.3238, -0.3696], [2.2201, -2.5786, -0.2128], [0.5010, -0.3034, 1.8734], [0.3216, -2.0787, 1.5008], [-2.0033, -0.0061, -2.0696], [-2.8081, 1.1264, -0.9120], [-3.0796, -0.6847, -0.9786]]
}

***

So what do the calculations give for molecular weight? Going down the list: 981.30, 496.35, 114.17, 129.55, 210.02 g mol⁻¹.